The following is a DFT calculation (wB97M-V/def2-TZVPD) of 2 unconnected molecules or ions with the total composition C4H10N2O in a non-equilibrium geometry.

## Properties
Relative energy (zero: lowest compared OMol25 entry of this formula, charge and spin) in eV: 3.978
HOMO level in eV: -8.79
Frontier orbital gap in eV: 9.16

```
! RIJCOSX wB97M-V def2-TZVPD def2/J DEFGRID3
* xyz 0 1
O -0.6892 -1.0691 -1.4130
N 1.4119 -1.1681 0.4285
N 0.5636 -1.3672 1.3194
C -1.7936 0.3069 0.2479
C 2.0026 1.0856 0.9763
C 1.7746 0.1093 0.0935
C -1.3166 0.2307 -1.1787
H -2.5937 -0.4137 0.4126
H -0.9531 -0.0148 0.9389
H 1.8592 0.9124 2.0310
H 2.0243 0.2099 -0.9541
H -0.5789 1.0206 -1.3805
H 0.4921 -2.3785 1.5061
H -0.4033 -1.1200 -2.3313
H 2.4871 2.0042 0.6928
H -2.1317 1.3121 0.4882
H -2.1554 0.3397 -1.8773
*
```

Mulliken atomic charge list, values in e, 6 entries: atom 1 (O): -0.52, atom 2 (N): -0.11, atom 3 (N): -0.42, atom 4 (C): -0.92, atom 5 (C): -0.58, atom 6 (C): -0.03



The following is a DFT calculation (wB97M-V/def2-TZVPD) of a molecular structure, C30H48BrN3P2SeTi in a non-equilibrium geometry.

## Properties
Relative energy (zero: lowest compared OMol25 entry of this formula, charge and spin) in eV: 0.000
HOMO level (spin up / spin down) in eV: -12.75 / -12.74
Frontier orbital gap (spin up / spin down) in eV: 5.67 / 4.73

```
! RIJCOSX wB97M-V def2-TZVPD def2/J DEFGRID3
* xyz 2 3
Br 1.1291 2.2966 -2.7710
Se 1.4269 0.3519 1.2751
Ti -0.0105 1.0834 -0.9694
P -0.4980 -1.4958 -1.4244
P 3.4630 0.2988 -2.0386
N 0.6029 1.9123 3.5955
N -5.8978 -1.8624 4.2469
N -0.2906 -0.0658 3.6548
C -4.3542 1.3158 0.4896
C -1.0538 2.7738 -0.5017
C 3.5797 0.2473 -3.8854
C -4.1549 1.1813 1.8430
C -5.0340 -0.9855 4.7881
C 4.6894 -0.8861 -1.4853
C -4.7484 0.1629 2.6709
C -0.2558 -2.1974 -3.0981
C 6.1369 -0.4556 -1.6151
C -0.7843 -1.3744 3.2764
C 1.2608 3.1024 3.0974
C -4.4512 0.0592 4.0571
C 0.4639 0.7634 2.8590
C -6.1225 -1.8099 2.9280
C -0.0033 1.7745 4.8429
C 1.8663 -2.8930 -0.6538
C -5.6130 -0.8027 2.1036
C -2.6534 -1.9746 0.3289
C 4.0348 1.8966 -1.2584
C -0.5575 0.5382 4.8789
C -1.2183 -1.6472 -4.1384
C -3.3559 1.7618 -1.7722
C -1.9104 1.9058 0.2403
C -2.1368 1.7958 -2.5203
C 4.8658 0.5855 -4.6254
C 0.3483 -2.8350 -0.4887
C -2.2642 -1.9598 -1.1468
C -3.2386 1.7074 -0.3660
C 4.8879 2.8039 -2.1243
C -1.1505 2.4464 -1.8604
H 5.8961 2.3888 -2.2692
H 6.4021 0.3474 -0.9221
H -3.8308 0.8103 4.5639
H -3.5047 1.8940 2.3536
H -3.7397 -1.9335 0.4845
H 5.6053 -0.2195 -4.5270
H -2.4290 -2.9388 -1.6289
H -2.3030 -2.8729 0.8617
H -1.7818 1.8562 1.3252
H 1.7348 3.6303 3.9322
H -1.9974 1.3852 -3.5200
H 2.2798 -3.7576 -0.1082
H 0.5555 3.7804 2.5955
H -0.3771 -3.2860 -2.9975
H 6.7706 -1.3253 -1.4076
H -5.2969 1.1014 -0.0384
H 5.3257 1.5409 -4.3418
H 2.1756 -2.9864 -1.7060
H -4.3486 1.8327 -2.2767
H 2.7326 0.8272 -4.2895
H 0.0922 -2.7632 0.5756
H 2.0158 2.7954 2.3658
H -2.8782 -1.2378 -1.7084
H 3.3483 -0.8145 -4.0871
H -2.2623 -1.7180 -3.8138
H 5.0011 3.7540 -1.5826
H -4.8257 -1.0986 5.8650
H -1.8670 -1.3357 3.0812
H 4.5087 -1.8026 -2.0587
H 6.3785 -0.0874 -2.6150
H 4.6020 0.6529 -5.6916
H 2.3431 -1.9996 -0.2268
H 4.5727 1.5623 -0.3550
H 4.4508 -1.1143 -0.4376
H -1.1276 -2.2178 -5.0703
H -6.7588 -2.5941 2.4986
H -2.2587 -1.0821 0.8353
H 0.0509 2.5311 5.6173
H -0.0864 -3.7827 -0.8450
H -0.2641 -1.6901 2.3648
H 0.7911 -2.0281 -3.3840
H -1.0749 0.0169 5.6742
H -0.5846 -2.0882 4.0865
H -5.9335 -0.7585 1.0593
H 3.1403 2.4356 -0.9020
H -1.0001 -0.6016 -4.3758
H 4.4301 3.0181 -3.1001
H -0.3206 3.4270 -0.0311
*
```

Mulliken atomic charge list, values in e, 6 entries: atom 1 (Br): -0.33, atom 2 (Se): -0.48, atom 3 (Ti): 0.24, atom 4 (P): 1.80, atom 5 (P): 0.40, atom 6 (N): 0.25



The following is a DFT calculation (wB97M-V/def2-TZVPD) of a molecular structure, C34H47N4OOsP2S.

## Properties
Relative energy (zero: lowest compared OMol25 entry of this formula, charge and spin) in eV: 0.000
HOMO level (spin up / spin down) in eV: -9.29 / -10.07
Frontier orbital gap (spin up / spin down) in eV: 7.37 / 5.00

```
! RIJCOSX wB97M-V def2-TZVPD def2/J DEFGRID3
* xyz 1 5
Os 0.5157 0.7673 0.6345
S -0.7364 -1.0303 -0.7819
P 2.6212 -0.2337 1.2536
P -1.5939 1.5412 1.3940
O 0.9185 2.6868 0.2362
N 1.5677 -0.6703 -2.0735
N 0.0138 -0.8914 1.8805
N 0.7614 -2.7955 -2.1221
N 1.3617 0.6079 -1.5137
C 2.0817 -1.9583 1.3691
C 1.3331 3.4606 -0.7565
C 2.1637 5.2080 -2.7908
C 4.4416 1.3517 -0.1361
C 2.2498 -4.3665 1.1669
C 0.9109 -4.4713 1.5583
C -2.7640 2.7858 -0.7358
C -3.0450 0.3365 3.4959
C 3.5133 1.6865 3.0547
C 3.8759 -0.7141 3.7820
C 3.0427 -5.5927 0.8283
C -1.9526 0.2716 2.6443
C 1.7198 2.9579 -2.0016
C -2.5494 3.8054 2.8760
C -1.1615 -1.6584 3.8872
C 1.3854 4.8473 -0.5315
C -1.0238 -0.7817 2.7951
C 3.0004 0.2489 2.9845
C -3.2272 -0.5711 4.5360
C 0.7414 -2.0889 1.7551
C -3.7439 0.5328 -0.1534
C 4.0965 -0.1116 0.1869
C -1.3143 3.1141 2.3035
C 2.8163 -3.1005 1.0810
C -4.4158 -0.4884 5.4437
C -0.2553 2.9145 3.3841
C 0.1561 -3.3537 1.8452
C 2.1332 3.8539 -3.0092
C -3.0950 1.8000 0.3889
C 0.6226 -1.4977 -1.7186
C -2.2438 -1.5442 4.7313
C 1.7559 1.5509 -2.2927
C 5.3616 -0.7956 0.7130
C 1.7908 5.6979 -1.5326
H 4.9904 1.3868 -1.0774
H 4.9177 -0.6691 3.4678
H -0.8724 3.7444 1.5243
H -3.7963 2.2704 1.0876
H 1.8255 6.7641 -1.3479
H 2.4257 3.4465 -3.9692
H -0.4062 -2.4050 4.0811
H 5.7698 -0.2488 1.5634
H 2.1586 1.2365 -3.2535
H 3.7534 -0.6044 -0.7314
H 4.0220 -5.3355 0.4288
H -4.1422 -0.0390 6.4006
H -0.6443 2.3244 4.2168
H 0.4423 -5.4466 1.5936
H 1.1036 5.2170 0.4457
H 2.4734 5.8883 -3.5706
H 3.8460 -3.0225 0.7596
H -0.0511 -3.3846 -2.0921
H -2.3585 3.7297 -0.3706
H -2.0368 2.3492 -1.4234
H -3.2900 4.0546 2.1175
H -4.6920 0.8058 -0.6193
H 4.5569 1.7424 2.7450
H -2.2526 4.7413 3.3516
H 6.1199 -0.7701 -0.0711
H -3.1277 0.0627 -0.9131
H -5.2111 0.1142 5.0090
H 0.0508 3.8845 3.7773
H -3.6689 3.0087 -1.3012
H 3.4632 2.0402 4.0851
H -3.0317 3.2025 3.6465
H -3.7870 1.1127 3.3519
H 3.5391 -1.7480 3.6989
H 1.9931 0.2294 3.4268
H 3.5737 1.9983 -0.2279
H -0.8991 -3.4500 2.0553
H 2.5231 -6.1990 0.0856
H 1.4286 -2.9601 -2.8588
H -4.8153 -1.4800 5.6541
H 5.0870 1.7684 0.6361
H -2.3360 -2.2303 5.5638
H 0.6410 2.4212 3.0009
H 3.8470 -0.4417 4.8384
H 2.9365 2.3739 2.4320
H 5.2368 -1.8330 1.0158
H -3.9563 -0.1970 0.6287
H 3.1922 -6.2186 1.7094
*
```

Mulliken atomic charge list, values in e, 6 entries: atom 1 (Os): 1.43, atom 2 (S): -0.60, atom 3 (P): 0.49, atom 4 (P): 0.46, atom 5 (O): 0.33, atom 6 (N): -1.31



The following is a DFT calculation (wB97M-V/def2-TZVPD) of 2 unconnected molecules or ions with the total composition C2H8S3.

## Properties
Relative energy (zero: lowest compared OMol25 entry of this formula, charge and spin) in eV: 0.268
HOMO level in eV: -8.66
Frontier orbital gap in eV: 9.26

```
! RIJCOSX wB97M-V def2-TZVPD def2/J DEFGRID3
* xyz 0 1
S -2.4543 1.8978 -2.2136
S 1.2807 -1.9903 0.2189
S -2.9079 2.0923 -0.2070
C 2.5709 -3.1487 0.7516
C -1.5713 3.1409 0.3579
H 2.9439 -2.7217 1.6762
H -2.2926 0.5660 -2.2409
H -0.6478 2.5814 0.5004
H 3.3716 -3.2243 0.0234
H -1.4471 4.0166 -0.2817
H -1.8667 3.5664 1.3145
H 2.1633 -4.1280 0.9627
H 0.8572 -2.6484 -0.8624
*
```

Mulliken atomic charge list, values in e, 6 entries: atom 1 (S): -0.21, atom 2 (S): -0.18, atom 3 (S): -0.05, atom 4 (C): -0.71, atom 5 (C): -0.75, atom 6 (H): 0.24



The following is a DFT calculation (wB97M-V/def2-TZVPD) of a molecular structure, C8H9Br3O3S.

## Properties
HOMO level in eV: -8.93
Frontier orbital gap in eV: 8.34

```
! RIJCOSX wB97M-V def2-TZVPD def2/J DEFGRID3
* xyz 0 1
Br 4.2439 -1.2124 2.6210
Br 3.0049 -3.1933 0.4671
Br 1.3656 -2.4789 3.0885
S 0.3959 2.1663 0.5700
O -3.1793 -0.5747 0.1210
O -4.6459 -0.6366 -1.6226
O -2.4392 0.9321 1.6469
C -2.6058 0.6560 -1.7396
C 1.6236 0.9557 0.0074
C 3.1135 -2.7427 2.3349
C -0.7961 2.1805 -0.7849
C -3.6083 -0.2815 -1.1553
C -1.8998 1.1693 -0.7287
C 1.0566 -0.3034 -0.6718
C -2.4508 0.5606 0.5269
H -1.2521 3.1727 -0.7527
H 2.1476 0.6625 0.9146
H 3.5689 -3.5791 2.8432
H 0.0109 -0.4693 -0.4352
H -0.2989 2.1161 -1.7520
H 1.2159 -0.2464 -1.7466
H 2.3308 1.4501 -0.6547
H 1.6113 -1.1657 -0.3036
H -2.5133 0.8622 -2.7938
*
```

Mulliken atomic charge list, values in e, 6 entries: atom 1 (Br): -0.02, atom 2 (Br): -0.06, atom 3 (Br): 0.02, atom 4 (S): -0.10, atom 5 (O): -0.28, atom 6 (O): -0.51



The following is a DFT calculation (wB97M-V/def2-TZVPD) of 17 unconnected molecules or ions with the total composition C21H43Cl32INO in a non-equilibrium geometry.

## Properties
HOMO level in eV: -11.75
Frontier orbital gap in eV: 8.58

```
! RIJCOSX wB97M-V def2-TZVPD def2/J DEFGRID3
* xyz 1 1
I -0.2495 0.5014 1.3635
Cl 1.7962 -9.6839 -5.0980
Cl 9.1996 -4.7436 1.5843
Cl 0.9115 -6.5704 -8.7699
Cl 5.0558 -0.4679 6.6144
Cl -5.0499 5.0916 -1.4689
Cl 0.1264 -1.8766 -8.3823
Cl 2.0946 0.4663 5.3124
Cl -1.5602 -5.7180 4.8611
Cl -2.2736 2.0688 -4.7236
Cl -3.4452 -3.6730 -1.4348
Cl -0.0282 -4.9577 -6.5300
Cl 7.8196 -6.2440 8.3866
Cl -2.8258 5.4907 -3.3140
Cl 6.2137 2.7271 6.5717
Cl -0.1566 0.1231 -6.2776
Cl 5.3168 -2.4493 4.4889
Cl -2.1365 12.5909 -4.9436
Cl -0.3477 0.4833 6.9154
Cl -0.6142 9.1612 -1.3494
Cl 3.8759 -7.6465 -4.9114
Cl 2.0990 4.4227 -3.1638
Cl 0.3577 7.5735 -3.5970
Cl 7.5540 -5.4915 5.5795
Cl -2.7147 -5.0647 2.2621
Cl -0.9412 0.5633 -2.6114
Cl 3.7869 2.7635 8.1934
Cl 9.0103 -3.0259 3.9361
Cl -4.0027 -0.9459 -0.5621
Cl -1.5388 9.8882 -5.8651
Cl 2.3333 2.6905 -5.5028
Cl -6.6468 2.0624 -2.7969
Cl -9.1108 2.0674 -1.2337
O -6.1586 0.5474 1.6189
N -3.9015 -1.9218 2.5294
C 6.0890 -1.0972 5.3264
C -5.8758 -0.6601 1.6638
C -2.6144 0.1728 3.3312
C 1.3909 0.8159 6.8952
C -1.2201 -5.2337 3.1981
C -0.3377 -5.4601 -8.1959
C -4.5558 5.1658 -3.1645
C 0.8907 -0.5179 -7.5487
C -0.9062 8.6684 -3.0226
C -2.4291 1.3874 -3.1015
C -1.1154 0.7123 3.3774
C 1.3020 3.2009 -4.1607
C -2.7327 -1.4329 3.3413
C -5.2418 -1.3877 2.9581
C 5.5251 3.0821 8.1593
C -7.3773 2.4094 -1.2230
C 2.7719 -8.5095 -5.9892
C 8.4763 -6.4355 6.7574
C -3.2302 -1.9574 -1.7952
C -1.3138 11.6163 -6.1666
C 8.1891 -4.2403 2.9450
H 1.0941 0.2707 -8.2707
H 6.2834 -0.3019 4.6090
H -1.8004 -1.9356 2.8892
H 1.8778 0.1927 7.6434
H 6.0128 2.4557 8.9039
H -0.6986 -4.2781 3.2074
H -5.1099 5.9611 -3.6596
H -0.3484 -4.5793 -8.8350
H -0.5949 -5.9908 2.7286
H -5.9586 -2.2278 3.2719
H 8.4321 -7.4869 6.4796
H 0.3809 3.6196 -4.5625
H -2.8393 -1.8550 4.4033
H -5.2076 -0.6380 3.8074
H 1.8228 -0.8573 -7.1007
H 2.1093 -7.7895 -6.4672
H 7.0265 -1.4398 5.7603
H 1.0745 2.3347 -3.5428
H -4.7776 4.2111 -3.6387
H -3.1677 0.5402 2.3944
H 5.6955 4.1316 8.3913
H -1.7210 11.8599 -7.1460
H 1.5515 1.8657 7.1283
H -0.2495 11.8431 -6.1423
H -6.0518 -1.3491 0.7621
H -3.9132 -2.9619 2.5803
H -1.1864 1.8478 3.5356
H -6.8996 1.7894 -0.4674
H -2.6372 2.1918 -2.3971
H -1.3031 -5.9604 -8.2410
H -3.2491 0.6719 -3.0963
H -1.8670 8.1593 -3.0784
H 7.9659 -5.1124 3.5646
H -0.9204 9.5547 -3.6567
H 3.3535 -9.0340 -6.7451
H -3.2005 0.5328 4.2551
H -3.7394 -1.6688 1.5375
H 7.2638 -3.8148 2.5600
H 9.5101 -6.0948 6.7504
H -0.4754 0.2499 4.1889
H -2.1665 -1.7310 -1.8217
H -3.6796 -1.7390 -2.7626
H -7.2252 3.4607 -0.9881
*
```

Mulliken atomic charge list, values in e, 6 entries: atom 1 (I): 0.07, atom 2 (Cl): -0.16, atom 3 (Cl): -0.18, atom 4 (Cl): -0.17, atom 5 (Cl): -0.11, atom 6 (Cl): -0.17